Computed, not measured: a single C17H20N2O2S molecule at a distorted geometry, with wB97M-V/def2-TZVPD.

Highest occupied orbital energy = -8.215 eV
Structure (SMILES) = C[C@H](O)CNCCOc1ccc2c(c1)Sc1ccccc1N2
Energy above the lowest of the compared OMol25 structures with the same formula, charge and spin = 265.24 kcal/mol

Each atom is followed by the atoms it is bonded to, with distances in Å.
Positions of all 42 atoms, in Å:
1 C 2.61 2.65 -0.43  C2 1.626, H23 1.150, H24 1.147, H25 1.150
2 C 3.43 1.80 0.69  C1 1.626, O3 1.466, C4 1.625, H26 1.149
3 O 4.04 2.67 1.70  C2 1.466, H27 0.988
4 C 4.50 0.78 0.03  C2 1.625, N5 1.493, H28 1.145, H29 1.155
5 N 4.01 0.13 -1.23  C4 1.493, C6 1.493, H30 1.033
6 C 3.89 -1.35 -1.12  N5 1.493, C7 1.631, H31 1.158, H32 1.145
7 C 2.35 -1.88 -1.20  C6 1.631, O8 1.477, H33 1.157, H34 1.154
8 O 2.03 -2.58 0.06  C7 1.477, C9 1.430
9 C 0.66 -2.30 0.37  O8 1.430, C10 1.570, C14 1.548
10 C -0.42 -3.42 0.19  C9 1.570, C11 1.550, H35 1.140
11 C -1.93 -3.18 0.47  C10 1.550, C12 1.574, H36 1.152
12 C -2.45 -1.78 0.96  C11 1.574, C13 1.578, N22 1.479
13 C -1.34 -0.68 1.17  C12 1.578, C14 1.544, S15 1.872
14 C 0.16 -0.93 0.90  C9 1.548, C13 1.544, H37 1.141
15 S -1.99 0.97 1.76  C13 1.872, C16 1.872
16 C -3.56 1.11 0.74  S15 1.872, C17 1.545, C21 1.578
17 C -3.99 2.45 0.11  C16 1.545, C18 1.549, H38 1.153
18 C -5.27 2.50 -0.76  C17 1.549, C19 1.566, H39 1.143
19 C -6.08 1.17 -0.96  C18 1.566, C20 1.573, H40 1.152
20 C -5.64 -0.19 -0.31  C19 1.573, C21 1.572, H41 1.153
21 C -4.34 -0.25 0.58  C16 1.578, C20 1.572, N22 1.485
22 N -3.88 -1.51 1.22  C12 1.479, C21 1.485, H42 1.044
23 H 3.31 2.98 -1.29  C1 1.150
24 H 1.73 2.05 -0.85  C1 1.147
25 H 2.17 3.60 0.05  C1 1.150
26 H 2.68 1.14 1.27  C2 1.149
27 H 3.63 2.42 2.56  O3 0.988
28 H 4.81 0.05 0.85  C4 1.145
29 H 5.45 1.38 -0.26  C4 1.155
30 H 4.68 0.30 -1.99  N5 1.033
31 H 4.52 -1.81 -1.97  C6 1.158
32 H 4.30 -1.80 -0.15  C6 1.145
33 H 2.25 -2.58 -2.12  C7 1.157
34 H 1.61 -1.02 -1.41  C7 1.154
35 H -0.06 -4.44 -0.17  C10 1.140
36 H -2.72 -4.01 0.34  C11 1.152
37 H 0.94 -0.11 1.04  C14 1.141
38 H -3.33 3.38 0.28  C17 1.153
39 H -5.55 3.50 -1.25  C18 1.143
40 H -7.01 1.26 -1.64  C19 1.152
41 H -6.27 -1.13 -0.51  C20 1.153
42 H -3.93 -1.35 2.25  N22 1.044